This record from the OMol25 dataset describes a molecular structure, H2OS5 in a non-equilibrium geometry. The level of theory is wB97M-V/def2-TZVPD.

Properties
ΔE to the lowest compared entry with this formula, charge and spin	86.8	kJ/mol
HOMO level (alpha / beta)	-0.31252 / -0.31347	Eh
frontier orbital gap (alpha / beta)	0.25771 / 0.26424	Eh
lowest unoccupied orbital energy (alpha / beta)	-1.49 / -1.34	eV
E_tot	-2067.3101	hartree

Last column: natural (NBO) charge in e.
Element x y z (Å)
O  0.66240  1.85314  0.64505  -0.87
S  -2.24673  -0.87115  -0.84909  -0.10
S  2.58791  0.21267  -0.21721  0.06
S  -1.82761  0.32337  0.73600  -0.11
S  1.08245  -0.79758  -0.94624  -0.22
S  -0.35813  1.48557  -0.26971  0.98
H  -2.37499  -1.95712  -0.10901  0.14
H  2.47471  -0.24889  1.01020  0.12